No. 1
ORCA calculation (wB97M-V/def2-TZVPD) on BH4NO2 in the gas phase.

XYZ file:
```
8
Properties=species:S:1:pos:R:3:nbo_charge:R:1
N -1.15 -0.47 0.40 -1.11
B 0.12 -0.07 0.00 1.17
O 0.63 -0.47 -1.14 -0.91
O 0.78 1.19 0.72 -0.91
H -1.49 -1.43 0.42 0.40
H -1.52 0.00 1.28 0.40
H 1.39 -0.19 -1.62 0.51
H 1.24 1.44 -0.06 0.45
```

Energy relative to the best compared isomer or geometry (same formula, charge and spin) in eV: 0.819
SMILES: NB(O)O
HOMO in eV: -10.4
E_LUMO in eV: 0.359



No. 2
ORCA calculation (wB97M-V/def2-TZVPD) on a molecular structure, BeFH12O6.

XYZ file:
```
20
Properties=species:S:1:pos:R:3:nbo_charge:R:1
Be 0.70 0.78 0.16 1.71
F -0.39 -0.14 -0.30 -0.87
O 1.46 1.47 -1.27 -1.01
H 1.43 1.00 -2.10 0.54
H 2.32 1.89 -1.13 0.52
O -1.32 -1.00 -2.85 -0.91
H -1.05 -0.87 -1.98 0.46
H -0.51 -0.86 -3.33 0.45
O -2.48 -1.61 0.16 -0.98
H -3.32 -1.48 -0.33 0.49
H -1.82 -0.96 -0.17 0.47
O 0.20 2.08 1.02 -1.02
H 0.79 2.21 1.78 0.53
H -0.72 1.97 1.31 0.55
O 1.88 -0.05 0.99 -1.03
H 1.89 -0.75 1.65 0.57
H 2.76 0.26 0.92 0.51
O -0.26 -1.43 2.03 -0.97
H -1.11 -1.15 2.35 0.49
H -0.44 -1.34 1.10 0.48
```

Energy relative to the best compared isomer or geometry (same formula, charge and spin) in eV: 0.490
HOMO in eV: -13.9
E_LUMO in eV: -4.531
Total charge: +1



No. 3
ORCA calculation (wB97M-V/def2-TZVPD) on a molecular structure, BeO12S3.

XYZ file:
```
16
Properties=species:S:1:pos:R:3:nbo_charge:R:1
Be 3.63 7.10 -14.38 1.59
S 4.14 6.38 -17.16 2.63
O 5.09 7.08 -16.37 -1.11
O 2.85 6.35 -16.46 -1.14
O 3.93 6.99 -18.44 -1.11
O 4.59 5.00 -17.25 -1.10
S 5.01 9.64 -13.56 2.51
O 5.74 10.89 -13.93 -0.81
O 5.62 8.46 -14.05 -0.90
O 5.24 9.69 -12.10 -0.68
O 3.55 9.48 -13.96 -1.05
S 4.21 4.80 -12.54 2.62
O 3.07 5.68 -12.16 -1.14
O 3.79 3.67 -13.36 -1.07
O 5.09 5.68 -13.21 -1.11
O 4.85 4.35 -11.32 -1.12
```

Multiplicity: 2
HOMO (alpha / beta) in eV: 1.3 / 1.3
E_LUMO (alpha / beta) in eV: 6.988 / 4.920
Total charge: -3



No. 4
ORCA calculation (wB97M-V/def2-TZVPD) on a molecular structure, Br2CdINO3.

XYZ file:
```
8
Properties=species:S:1:pos:R:3:nbo_charge:R:1
Cd 19.76 -0.73 -10.35 1.01
N 24.46 -1.31 -9.85 0.72
O 24.94 -0.97 -8.79 -0.52
O 25.11 -2.06 -10.53 -0.52
O 23.45 -0.82 -10.41 -0.57
Br 20.19 -3.90 -12.44 -0.71
Br 20.89 1.61 -6.75 -0.75
I 17.80 2.04 -12.45 -0.66
```

HOMO in eV: -2.5
E_LUMO in eV: 0.481
Total charge: -2



No. 5
ORCA calculation (wB97M-V/def2-TZVPD) on a molecular structure, Br2FOP.

XYZ file:
```
5
Properties=species:S:1:pos:R:3:nbo_charge:R:1
O 1.03 -0.52 1.87 -1.01
F 0.14 0.83 -2.48 -0.45
P 0.23 0.43 1.13 1.26
Br -1.96 -0.30 1.15 -0.36
Br 0.57 -0.44 -1.67 0.56
```

Energy relative to the best compared isomer or geometry (same formula, charge and spin) in eV: 1.120
HOMO in eV: -10.1
E_LUMO in eV: -0.916



No. 6
ORCA calculation (wB97M-V/def2-TZVPD) on 2 unconnected molecules or ions with the total composition Br2H2NP.

XYZ file:
```
6
Properties=species:S:1:pos:R:3:nbo_charge:R:1
N 0.64 -1.01 -0.48 -1.00
P -0.12 1.16 0.89 0.64
Br -1.96 0.23 1.57 -0.16
Br -0.98 2.13 -0.86 -0.17
H 1.16 -1.54 0.26 0.33
H 1.26 -0.97 -1.39 0.35
```

Energy relative to the best compared isomer or geometry (same formula, charge and spin) in eV: 3.018
HOMO in eV: -8.6
E_LUMO in eV: -1.579



No. 7
ORCA calculation (wB97M-V/def2-TZVPD) on Br2H2O2Si in the gas phase.

XYZ file:
```
7
Properties=species:S:1:pos:R:3:nbo_charge:R:1
O 0.21 -0.45 1.87 -1.04
Si 1.21 0.27 0.51 1.76
O 0.40 0.62 -0.79 -1.15
Br 1.79 2.36 1.17 -0.36
Br 2.89 -0.99 0.02 -0.24
H -0.51 0.12 2.06 0.48
H -0.02 1.42 -1.14 0.55
```

Energy relative to the best compared isomer or geometry (same formula, charge and spin) in eV: 0.778
SMILES: O[Si](O)(Br)Br
HOMO in eV: -10.8
E_LUMO in eV: 0.140



No. 8
ORCA calculation (wB97M-V/def2-TZVPD) on 2 unconnected molecules or ions with the total composition Br2H4OSi2.

XYZ file:
```
9
Properties=species:S:1:pos:R:3:nbo_charge:R:1
O -0.22 -0.03 0.71 -1.30
Si 0.81 1.07 1.15 1.27
Si -0.92 -1.15 -1.53 1.20
Br -2.89 -1.66 -0.65 -0.17
Br 0.19 -2.92 -1.93 -0.17
H 0.18 2.55 1.40 -0.26
H 1.30 0.73 2.53 -0.24
H 1.97 1.24 0.25 -0.26
H -0.41 0.17 -1.93 -0.07
```

Energy relative to the best compared isomer or geometry (same formula, charge and spin) in eV: 4.158
HOMO in eV: -8.8
E_LUMO in eV: -1.722



No. 9
ORCA calculation (wB97M-V/def2-TZVPD) on a molecular structure, Br2H4Si2.

XYZ file:
```
8
Properties=species:S:1:pos:R:3:nbo_charge:R:1
Si -0.85 -0.66 0.20 0.61
Si 1.22 1.31 -0.40 0.65
Br 3.12 0.06 -0.78 -0.40
Br -2.38 0.27 -1.07 -0.35
H 0.01 -1.00 -0.93 -0.07
H -0.97 0.48 1.13 -0.07
H -1.64 -1.91 0.71 -0.10
H 1.50 1.45 1.15 -0.28
```

Energy relative to the best compared isomer or geometry (same formula, charge and spin) in eV: 2.837
HOMO in eV: -9.2
E_LUMO in eV: -1.558



No. 10
ORCA calculation (wB97M-V/def2-TZVPD) on 2 unconnected molecules or ions with the total composition Br2HOP.

XYZ file:
```
5
Properties=species:S:1:pos:R:3:nbo_charge:R:1
O 1.18 -0.86 0.31 -0.98
P 0.93 -1.22 -1.03 1.34
Br -1.36 -1.05 -1.22 -0.36
Br -0.07 2.15 0.89 -0.19
H -0.68 0.97 1.05 0.19
```

Energy relative to the best compared isomer or geometry (same formula, charge and spin) in eV: 1.119
SMILES: O=PBr.Br
HOMO in eV: -10.7
E_LUMO in eV: -1.393



No. 11
ORCA calculation (wB97M-V/def2-TZVPD) on Br2HOPS in the gas phase.

XYZ file:
```
6
Properties=species:S:1:pos:R:3:nbo_charge:R:1
O 0.49 0.42 -1.43 -1.03
P 1.03 0.68 0.12 1.03
Br -0.65 2.13 0.84 -0.27
S 0.77 -1.29 1.23 -0.20
Br -1.24 -2.37 1.08 -0.06
H -0.40 0.43 -1.83 0.53
```

Energy relative to the best compared isomer or geometry (same formula, charge and spin) in eV: 1.228
SMILES: OP(Br)SBr
HOMO in eV: -9.6
E_LUMO in eV: -1.403



No. 12
ORCA calculation (wB97M-V/def2-TZVPD) on a molecular structure, Br2Ti.

XYZ file:
```
3
Properties=species:S:1:pos:R:3:nbo_charge:R:1
Ti 0.30 -0.23 0.36 0.56
Br -1.57 -0.91 1.59 -0.72
Br 1.27 1.14 -1.95 -0.84
```

Multiplicity: 4
Energy relative to the best compared isomer or geometry (same formula, charge and spin) in eV: 0.000
HOMO (alpha / beta) in eV: -2.3 / -5.4
E_LUMO (alpha / beta) in eV: 3.571 / 3.331
Total charge: -1



No. 13
ORCA calculation (wB97M-V/def2-TZVPD) on 2 unconnected molecules or ions with the total composition Br3Cl3Si2.

XYZ file:
```
8
Properties=species:S:1:pos:R:3:nbo_charge:R:1
Si 2.28 0.15 -0.03 1.23
Si -3.76 0.66 -0.12 0.78
Cl 3.17 0.26 -1.84 -0.31
Cl 2.59 -1.66 0.72 -0.32
Cl 2.81 1.51 1.37 -0.32
Br 0.07 0.31 -0.24 -0.28
Br -3.59 -0.32 1.90 -0.39
Br -3.58 -0.91 -1.75 -0.39
```

Energy relative to the best compared isomer or geometry (same formula, charge and spin) in eV: 1.459
HOMO in eV: -9.4
E_LUMO in eV: -1.183



No. 14
ORCA calculation (wB97M-V/def2-TZVPD) on Br3H3Si2 in the gas phase.

XYZ file:
```
8
Properties=species:S:1:pos:R:3:nbo_charge:R:1
Br 3.03 0.52 0.93 -0.43
Si 0.98 -0.19 -0.84 0.71
Si -0.73 0.06 0.85 0.71
Br -2.21 -1.26 -0.28 -0.34
Br -1.72 1.98 0.57 -0.28
H 0.92 0.70 -2.08 -0.11
H 0.69 -1.56 -1.34 -0.13
H -0.97 -0.24 2.19 -0.13
```

Energy relative to the best compared isomer or geometry (same formula, charge and spin) in eV: 1.789
SMILES: Br[SiH2][SiH](Br)Br
HOMO in eV: -9.9
E_LUMO in eV: -1.529



No. 15
ORCA calculation (wB97M-V/def2-TZVPD) on a molecular structure, BrCaH3O.

XYZ file:
```
6
Properties=species:S:1:pos:R:3:nbo_charge:R:1
Ca 2.46 1.52 3.08 0.96
O -0.71 -0.58 -1.20 -0.76
H -0.29 0.03 -1.81 0.56
H -0.43 -0.31 -0.33 0.56
H -1.66 -0.56 -1.36 0.56
Br 0.64 -0.10 1.63 -0.88
```

Multiplicity: 2
HOMO (alpha / beta) in eV: -9.2 / -13.6
E_LUMO (alpha / beta) in eV: -4.095 / -4.161
Total charge: +1



No. 16
ORCA calculation (wB97M-V/def2-TZVPD) on 2 unconnected molecules or ions with the total composition BrCl3P2.

XYZ file:
```
6
Properties=species:S:1:pos:R:3:nbo_charge:R:1
P 0.72 0.44 0.46 0.78
P -1.76 -1.34 -0.24 0.16
Cl 0.22 0.28 -1.50 -0.25
Cl 1.35 -1.41 0.78 -0.24
Cl 2.38 1.57 0.41 -0.25
Br -2.91 0.46 0.09 -0.20
```

Energy relative to the best compared isomer or geometry (same formula, charge and spin) in eV: 2.566
HOMO (alpha / beta) in eV: -8.1 / -8.0
E_LUMO (alpha / beta) in eV: -1.469 / -1.343



No. 17
ORCA calculation (wB97M-V/def2-TZVPD) on 2 unconnected molecules or ions with the total composition BrClH2O2Si.

XYZ file:
```
7
Properties=species:S:1:pos:R:3:nbo_charge:R:1
O -0.11 -1.21 0.12 -1.20
Si -0.95 0.01 -0.13 2.06
O -0.70 1.35 -1.00 -1.06
Br -2.74 0.72 0.87 -0.29
H 0.15 1.24 -1.43 0.51
Cl 2.62 -0.76 1.09 -0.30
H 1.72 -1.35 0.48 0.29
```

Energy relative to the best compared isomer or geometry (same formula, charge and spin) in eV: 2.753
SMILES: O=[Si](O)Br.Cl
HOMO in eV: -11.1
E_LUMO in eV: -0.625



No. 18
ORCA calculation (wB97M-V/def2-TZVPD) on a molecular structure, BrClHIN2.

XYZ file:
```
6
Properties=species:S:1:pos:R:3:nbo_charge:R:1
N 0.44 -0.24 1.09 -0.13
N 0.38 -1.39 1.46 -0.32
Cl -0.32 0.72 2.31 0.09
Br -0.70 1.75 -1.77 -0.23
I 1.12 -2.72 0.23 0.36
H -0.92 1.88 -3.31 0.23
```

Energy relative to the best compared isomer or geometry (same formula, charge and spin) in eV: 0.335
HOMO in eV: -10.0
E_LUMO in eV: -0.500



No. 19
ORCA calculation (wB97M-V/def2-TZVPD) on a molecular structure, BrClHIN2.

XYZ file:
```
6
Properties=species:S:1:pos:R:3:nbo_charge:R:1
N -0.47 0.45 -0.87 -0.55
N 0.37 -0.89 0.26 -0.68
Cl -1.06 1.71 -0.06 0.24
Br 2.13 -0.76 -0.23 0.24
I 0.06 -0.25 2.12 0.39
H -1.03 -0.26 -1.22 0.36
```

Energy relative to the best compared isomer or geometry (same formula, charge and spin) in eV: 2.642
HOMO in eV: -9.3
E_LUMO in eV: -0.864



No. 20
ORCA calculation (wB97M-V/def2-TZVPD) on BrClHOP in the gas phase.

XYZ file:
```
5
Properties=species:S:1:pos:R:3:nbo_charge:R:1
O -1.09 0.28 0.45 -0.98
P 0.31 -0.46 0.64 1.07
Cl 0.15 -1.98 -0.69 -0.30
Br 1.55 1.10 -0.43 -0.29
H -0.92 1.06 0.03 0.50
```

Energy relative to the best compared isomer or geometry (same formula, charge and spin) in eV: 0.062
SMILES: OP(Cl)Br
HOMO in eV: -10.0
E_LUMO in eV: 0.138



no.,calculated total energy (Eh)
1,-232.5939
2,-573.1623
3,-2112.0575
4,-5893.8177
5,-5664.4282
6,-5545.2694
7,-5589.3766
8,-5804.6493
9,-5729.3661
10,-5565.2457
11,-5963.4452
12,-5997.5793
13,-9681.8677
14,-8302.8719
15,-3328.3809
16,-4637.2975
17,-3475.4832
18,-3441.9065
19,-3441.8217
20,-3451.4624